# C28H59BeBr2Cl2FN2NaO7P2S

A structure of composition C28H59BeBr2Cl2FN2NaO7P2S in a non-equilibrium geometry (ωB97M-V/def2-TZVPD, the Open Molecules 2025 dataset).

Values from the calculation:
Orbital gap in eV: 1.5
Total charge: -1
E_HOMO in eV: -5.1
LUMO energy in eV: -3.59
Multiplicity: 1

CARTESIAN COORDINATES (ANGSTROEM)
C 2.583 3.661 -3.499
C 3.758 2.650 -3.471
N 5.069 3.312 -3.327
C 5.965 2.557 -2.422
C 5.568 2.720 -0.917
C 5.805 1.467 -0.068
C 6.176 1.866 1.393
C 5.215 2.878 2.013
F 7.475 2.330 1.425
O 7.036 0.909 -0.567
C 7.074 -0.403 -0.332
O 7.993 -1.125 -0.404
O 5.793 -0.802 0.050
C 4.874 0.240 -0.238
N 4.455 -0.035 -1.613
P 3.347 0.074 0.769
O 2.489 -1.196 0.353
O 2.435 1.351 0.494
S 3.686 -0.148 2.683
C 5.692 3.620 -4.538
C 4.827 3.870 -5.757
O 6.896 3.746 -4.642
H 2.017 3.592 -2.567
H 2.973 4.676 -3.530
H 1.875 3.455 -4.298
H 3.712 2.007 -4.346
H 3.578 2.004 -2.620
H 6.995 2.880 -2.484
H 5.936 1.477 -2.780
H 4.545 3.124 -0.815
H 6.241 3.485 -0.525
H 6.121 0.943 1.977
H 5.127 2.641 3.072
H 5.550 3.899 1.863
H 4.223 2.711 1.598
H 3.464 0.097 -1.788
H 4.738 -0.964 -1.907
H 2.720 -1.499 -0.542
H 2.676 1.726 -0.373
H 4.361 2.938 -6.081
H 4.064 4.626 -5.587
H 5.487 4.166 -6.566
C -0.871 0.670 -0.673
C -1.086 -0.824 -0.542
C -2.450 -1.298 -1.050
C -3.663 -1.021 -0.145
P -3.918 -2.105 1.267
C -3.774 -3.818 0.664
C -4.583 -4.340 -0.529
C -6.064 -4.643 -0.303
C -6.363 -5.491 0.931
C -5.571 -1.937 1.916
C -6.068 -0.611 2.498
C -5.511 -0.214 3.877
C -5.502 -1.352 4.892
C -2.610 -2.103 2.521
C -2.275 -0.937 3.476
C -2.179 0.476 2.887
C -0.743 0.977 2.780
H -1.665 1.256 -0.143
H 0.099 0.925 -0.245
H -0.866 0.972 -1.719
H -0.935 -1.129 0.497
H -0.296 -1.312 -1.128
H -2.388 -2.372 -1.249
H -2.637 -0.821 -2.010
H -4.578 -1.139 -0.776
H -3.692 0.027 0.161
H -3.915 -4.479 1.524
H -2.714 -3.918 0.403
H -4.104 -5.272 -0.847
H -4.491 -3.649 -1.370
H -6.431 -5.177 -1.184
H -6.639 -3.719 -0.277
H -5.922 -6.489 0.848
H -7.441 -5.613 1.049
H -5.992 -5.032 1.850
H -5.765 -2.765 2.605
H -6.235 -2.112 1.033
H -7.156 -0.689 2.570
H -5.873 0.194 1.786
H -6.107 0.607 4.267
H -4.522 0.195 3.743
H -6.523 -1.663 5.139
H -4.995 -1.035 5.844
H -4.958 -2.231 4.523
H -1.695 -2.408 2.002
H -2.849 -2.962 3.161
H -1.330 -1.191 3.964
H -2.999 -0.928 4.290
H -2.723 1.165 3.536
H -2.663 0.538 1.911
H -0.311 1.116 3.773
H -0.713 1.941 2.270
H -0.109 0.273 2.230
Br -2.242 3.294 -0.439
Be 3.652 5.014 -0.845
Br 6.776 -0.165 -3.749
Cl -6.684 -1.315 -0.909
Na 4.947 -2.197 3.764
Cl -4.212 0.826 6.053
C -1.460 0.105 -4.305
O -0.257 0.618 -4.446
H -2.064 -0.043 -5.228
H -1.521 -0.897 -3.818
H -2.178 0.699 -3.664